[1]
Below is C4H8O2 as an isolated structure in a non-equilibrium geometry, with properties calculated with wB97M-V/def2-TZVPD.

Structure (XYZ):
```
14
Properties=species:S:1:pos:R:3:forces:R:3:lowdin_charge:R:1
O 1.926 1.084 0.505 1.302 0.517 0.228 -0.054
C 1.372 -0.090 -0.014 0.025 -0.569 0.212 -0.281
C -0.066 0.060 0.005 -2.996 -1.934 -2.091 -0.265
C -0.969 0.647 -1.065 -0.019 0.411 -0.332 -0.076
O -1.960 -0.413 -0.795 -0.327 0.449 0.667 -0.009
C -1.121 -0.857 0.148 3.279 0.290 -2.752 -0.217
H 2.872 1.015 0.318 -0.023 0.409 0.255 0.088
H 1.671 -0.991 0.546 0.012 0.179 0.046 0.127
H 1.709 -0.229 -1.047 0.050 -0.096 -0.110 0.124
H -0.661 -0.016 1.721 -3.815 -2.149 2.716 0.117
H -1.442 1.609 -0.884 0.037 0.136 0.060 0.122
H -0.651 0.578 -2.107 0.077 -0.078 0.049 0.129
H -1.440 -0.560 2.096 2.804 2.368 0.649 0.074
H -1.239 -1.838 0.573 -0.404 0.065 0.403 0.121
```
Forces are in eV/Å.

Output
ΔE to the lowest compared entry with this formula, charge and spin in kcal per mole: 152.88
Multiplicity: 1
E_HOMO in eV: -7.8031
LUMO level in eV: 0.495
HOMO-LUMO gap in eV: 8.298

---

[2]
Below is one molecule with the formula C4H8O2 in a non-equilibrium geometry, with properties calculated with wB97M-V/def2-TZVPD.

Structure (XYZ):
```
14
Properties=species:S:1:pos:R:3:forces:R:3:lowdin_charge:R:1
C -0.930 0.089 -1.125 -0.177 0.744 0.752 0.001
C -0.117 0.507 0.227 -0.142 -0.791 -0.833 -0.427
O 0.056 1.874 0.556 -0.279 -0.337 -0.728 0.001
C 0.021 -0.489 1.380 -0.144 -0.212 -0.238 -0.008
C 1.070 -0.394 0.310 0.196 -0.092 0.069 -0.321
O 1.072 -1.391 -0.667 1.015 -0.547 -0.026 -0.050
H -1.994 0.157 -0.931 -0.315 0.522 -0.105 0.060
H -0.834 -0.910 -1.619 0.361 0.706 1.339 0.086
H -0.622 0.776 -1.927 -0.291 0.263 0.434 0.078
H -0.771 2.266 0.881 0.265 -0.481 -0.151 0.105
H 0.386 -0.180 2.369 -0.432 0.354 -0.597 0.114
H -0.670 -1.322 1.427 0.177 -0.177 -0.212 0.107
H 2.070 -0.066 0.585 -0.254 0.298 0.156 0.151
H 1.335 -0.963 -1.493 0.020 -0.249 0.138 0.101
```
Forces are in eV/Å.

Output
ΔE to the lowest compared entry with this formula, charge and spin in kcal per mole: 61.38
Structure (SMILES): C[C@@]1(O)C[C@H]1O
Multiplicity: 1
E_HOMO in eV: -9.5788
LUMO level in eV: 0.834
HOMO-LUMO gap in eV: 10.412

---

[3]
Below is one molecule with the formula C4H8O2, with properties calculated with wB97M-V/def2-TZVPD.

Structure (XYZ):
```
14
Properties=species:S:1:pos:R:3:forces:R:3:lowdin_charge:R:1
C 1.654 -0.275 -1.044 0.113 -0.081 0.053 -0.079
O 0.278 0.024 -1.100 0.052 0.323 -0.231 -0.168
C -0.624 -0.516 -0.191 -0.155 -0.009 -0.156 -0.277
C -0.530 -0.404 1.311 0.131 -0.089 0.198 -0.031
C -1.373 0.565 0.539 -0.345 -0.295 0.073 -0.314
O -0.854 1.846 0.393 0.033 0.062 -0.237 -0.006
H 1.839 -1.347 -1.174 0.017 0.049 0.065 0.091
H 2.102 0.073 -0.105 -0.014 -0.108 -0.115 0.090
H 2.093 0.271 -1.887 0.042 -0.172 0.252 0.094
H -1.157 -1.378 -0.592 0.012 0.163 0.130 0.149
H 0.343 0.010 1.803 -0.022 -0.004 -0.184 0.112
H -1.031 -1.194 1.863 0.123 0.053 -0.078 0.104
H -2.457 0.526 0.578 0.110 0.007 0.131 0.142
H -0.284 1.801 -0.393 -0.096 0.100 0.098 0.093
```
Forces are in eV/Å.

Output
ΔE to the lowest compared entry with this formula, charge and spin in kcal per mole: 57.85
Structure (SMILES): CO[C@H]1C[C@H]1O
Multiplicity: 1
E_HOMO in eV: -9.5017
LUMO level in eV: 0.979
HOMO-LUMO gap in eV: 10.481

---

[4]
Below is one molecule with the formula C4H8O2, with properties calculated with wB97M-V/def2-TZVPD.

Structure (XYZ):
```
14
Properties=species:S:1:pos:R:3:forces:R:3:lowdin_charge:R:1
C -1.892 -0.543 -0.235 -0.051 0.048 0.036 -0.065
C -0.534 -0.312 -0.896 0.055 0.011 0.045 -0.237
O -0.094 0.918 -0.289 0.090 0.063 -0.045 -0.182
C 1.216 1.031 0.185 0.329 0.003 -0.107 -0.189
C 1.634 -0.129 1.074 0.302 -0.166 -0.107 -0.242
O 2.652 -0.753 0.902 -0.393 0.224 0.186 0.060
H -1.956 0.374 0.348 -0.725 -0.187 0.203 0.076
H -1.925 -1.394 0.452 0.087 0.070 -0.201 0.074
H -2.742 -0.592 -0.919 0.221 -0.095 0.005 0.071
H 0.181 -1.129 -0.719 -0.116 0.210 0.030 0.115
H -0.613 -0.173 -1.983 0.065 0.045 0.259 0.118
H 1.236 1.945 0.800 0.041 -0.181 -0.166 0.136
H 1.951 1.135 -0.621 0.046 -0.059 0.017 0.129
H 0.943 -0.375 1.911 0.048 0.015 -0.155 0.136
```
Forces are in eV/Å.

Output
ΔE to the lowest compared entry with this formula, charge and spin in kcal per mole: 46.42
Structure (SMILES): CCOCC=O
Multiplicity: 1
E_HOMO in eV: -9.7966
LUMO level in eV: 0.925
HOMO-LUMO gap in eV: 10.721

---

[5]
Below is one molecule with the formula C4H8O2, with properties calculated with wB97M-V/def2-TZVPD.

Structure (XYZ):
```
14
Properties=species:S:1:pos:R:3:forces:R:3:lowdin_charge:R:1
C 1.699 -0.241 0.760 0.134 -0.205 0.189 -0.112
O 1.004 0.855 0.215 -0.051 0.070 -0.056 -0.145
C -0.160 0.600 -0.538 -0.146 0.000 -0.195 -0.273
C -0.673 -0.844 -0.727 0.241 -0.201 -0.223 -0.142
O -1.793 -0.615 0.134 -0.119 -0.074 0.094 -0.109
C -1.493 0.788 0.212 0.026 0.383 0.072 -0.120
H 1.069 -0.861 1.413 0.065 0.084 -0.100 0.094
H 2.148 -0.879 -0.019 -0.116 0.145 0.158 0.094
H 2.500 0.184 1.369 -0.077 -0.067 -0.113 0.091
H -0.069 1.175 -1.466 -0.033 -0.104 0.174 0.146
H -0.043 -1.668 -0.376 -0.100 0.174 -0.072 0.109
H -0.990 -1.050 -1.758 0.037 0.017 0.125 0.122
H -1.400 1.149 1.242 0.026 -0.111 -0.143 0.126
H -2.236 1.393 -0.326 0.113 -0.111 0.090 0.120
```
Forces are in eV/Å.

Output
ΔE to the lowest compared entry with this formula, charge and spin in kcal per mole: 61.28
Structure (SMILES): COC1COC1
Multiplicity: 1
E_HOMO in eV: -9.7600
LUMO level in eV: 1.002
HOMO-LUMO gap in eV: 10.762

---

[6]
Below is one molecule with the formula C4H8O2 in a non-equilibrium geometry, with properties calculated with wB97M-V/def2-TZVPD.

Structure (XYZ):
```
14
Properties=species:S:1:pos:R:3:forces:R:3:lowdin_charge:R:1
C -0.584 -1.292 0.127 0.377 -0.654 0.300 0.025
C 0.252 -0.255 0.096 -0.345 -0.595 -0.048 -0.365
C 1.765 -0.418 0.061 -0.316 -0.228 -0.040 -0.201
O 2.522 0.702 -0.316 -0.263 0.305 -0.073 -0.046
O -0.298 0.979 0.268 -1.073 -0.432 -0.025 -0.093
C -1.726 1.022 -0.195 0.568 0.672 0.167 -0.042
H -0.358 -2.257 -0.277 0.429 -0.409 0.344 0.061
H -1.469 -1.173 0.737 -0.301 -0.237 -0.678 0.062
H 2.079 -0.786 1.057 -0.155 0.265 -0.230 0.129
H 1.990 -1.233 -0.639 -0.100 0.144 0.100 0.130
H 2.068 1.474 0.039 0.116 0.090 -0.064 0.083
H -2.080 1.901 0.319 -0.200 0.474 -0.275 0.081
H -2.471 0.220 0.006 1.233 0.347 0.358 0.078
H -1.692 1.117 -1.283 0.030 0.258 0.163 0.097
```
Forces are in eV/Å.

Output
ΔE to the lowest compared entry with this formula, charge and spin in kcal per mole: 67.59
Structure (SMILES): C=C(CO)OC
Multiplicity: 1
E_HOMO in eV: -8.6005
LUMO level in eV: 0.923
HOMO-LUMO gap in eV: 9.524

---

[7]
Below is one molecule with the formula C4H8O2 in a non-equilibrium geometry, with properties calculated with wB97M-V/def2-TZVPD.

Structure (XYZ):
```
14
Properties=species:S:1:pos:R:3:forces:R:3:lowdin_charge:R:1
C -0.673 0.824 -1.546 -0.014 -0.156 -0.406 -0.034
C -1.086 0.085 -0.326 -0.065 0.126 -0.622 -0.323
O -1.144 -1.321 -0.168 -0.399 -0.334 0.174 0.019
C -0.117 -0.663 0.531 0.058 1.476 -0.866 -0.260
C 1.292 -1.080 0.165 -0.284 0.103 -0.373 -0.208
O 2.259 -0.564 1.052 -0.075 0.065 0.280 -0.055
H 0.338 0.547 -1.848 -0.152 0.020 -0.214 0.070
H -0.670 1.896 -1.303 -0.034 -0.296 -0.094 0.093
H -1.374 0.648 -2.357 0.034 0.116 -0.284 0.080
H -1.946 0.528 0.205 0.553 0.096 -0.083 0.147
H -0.325 -0.005 1.353 0.293 -1.511 2.330 0.138
H 1.540 -0.695 -0.828 0.126 -0.061 0.072 0.111
H 1.351 -2.181 0.089 -0.204 0.328 0.166 0.133
H 1.964 -0.775 1.947 0.164 0.030 -0.079 0.089
```
Forces are in eV/Å.

Output
ΔE to the lowest compared entry with this formula, charge and spin in kcal per mole: 72.36
Structure (SMILES): C[C@H]1O[C@H]1CO
Multiplicity: 1
E_HOMO in eV: -9.5429
LUMO level in eV: 0.979
HOMO-LUMO gap in eV: 10.522

---

[8]
Below is one molecule with the formula C4H8O2 in a non-equilibrium geometry, with properties calculated with wB97M-V/def2-TZVPD.

Structure (XYZ):
```
14
Properties=species:S:1:pos:R:3:forces:R:3:lowdin_charge:R:1
C -1.162 0.474 1.183 -1.000 0.343 0.566 -0.037
C -1.493 0.756 -0.079 0.418 -0.043 0.781 -0.251
O -1.113 -0.116 -1.028 1.443 -1.320 1.179 -0.098
C 0.159 -1.009 -0.508 -0.875 0.477 -0.981 -0.066
C 1.406 -0.161 -0.692 -0.216 -0.230 -0.591 -0.261
O 1.876 0.493 0.465 -0.332 -0.030 0.169 -0.066
H -1.149 -0.579 1.435 0.801 0.244 0.249 0.067
H -1.177 1.191 1.975 -0.616 0.282 0.326 0.054
H -2.074 1.645 -0.363 0.680 -0.345 -0.427 0.126
H 0.236 -1.519 0.488 -1.026 0.788 -0.812 0.123
H -0.003 -1.762 -1.254 0.534 -0.410 -0.439 0.105
H 2.233 -0.801 -1.027 -0.228 0.014 0.008 0.127
H 1.164 0.533 -1.503 0.276 0.162 0.003 0.122
H 1.096 0.856 0.910 0.142 0.068 -0.033 0.054
```
Forces are in eV/Å.

Output
ΔE to the lowest compared entry with this formula, charge and spin in kcal per mole: 78.81
Structure (SMILES): C=COCCO
Multiplicity: 1
E_HOMO in eV: -8.7930
LUMO level in eV: 1.018
HOMO-LUMO gap in eV: 9.811